(1)
Here is a cluster of 3 separate species, C32H70I2N4O8P in total at a distorted geometry from the OMol25 dataset. Energies are from ωB97M-V/def2-TZVPD.

CARTESIAN COORDINATES (ANGSTROEM)
1 C -2.16 1.70 5.45
2 C -3.03 0.85 6.40
3 C -2.53 -0.60 6.52
4 C -2.80 -1.43 5.25
5 C -3.20 -2.89 5.51
6 C -4.00 -3.53 4.34
7 C -3.30 -4.75 3.72
8 C -2.03 -4.41 2.90
9 C -1.86 -5.32 1.66
10 C -2.20 -4.66 0.30
11 C -0.95 -4.08 -0.40
12 C -1.17 -3.75 -1.89
13 C -1.72 -2.32 -2.15
14 C -0.67 -1.43 -2.82
15 C -1.01 0.05 -3.01
16 N -0.79 0.89 -1.82
17 C -0.43 2.30 -1.98
18 C -1.23 3.06 -3.03
19 O -2.19 3.65 -2.74
20 I -0.51 3.19 -5.04
21 C -1.41 0.60 -0.62
22 N -0.66 0.37 0.52
23 C -0.71 1.59 1.42
24 C 0.76 0.04 0.22
25 C 1.55 -0.25 1.49
26 C 1.09 -1.51 2.26
27 C 1.94 -2.77 1.94
28 N 1.19 -4.00 1.63
29 N -2.72 0.61 -0.48
30 I -3.60 -0.03 1.27
31 C -3.65 1.16 -1.47
32 P -4.82 0.06 -2.38
33 O -4.44 -0.10 -3.79
34 O -6.23 0.81 -2.22
35 O -4.94 -1.27 -1.52
36 H -1.98 2.70 5.86
37 H -1.20 1.22 5.27
38 H -2.65 1.84 4.48
39 H -4.05 0.82 5.99
40 H -3.10 1.33 7.38
41 H -3.02 -1.09 7.37
42 H -1.46 -0.57 6.73
43 H -3.62 -0.95 4.70
44 H -1.92 -1.41 4.59
45 H -3.82 -2.91 6.41
46 H -2.30 -3.50 5.69
47 H -4.16 -2.79 3.55
48 H -4.98 -3.84 4.70
49 H -3.01 -5.42 4.54
50 H -4.01 -5.32 3.11
51 H -2.04 -3.35 2.63
52 H -1.16 -4.56 3.55
53 H -2.49 -6.20 1.80
54 H -0.82 -5.68 1.63
55 H -2.65 -5.41 -0.35
56 H -2.93 -3.86 0.49
57 H -0.66 -3.16 0.15
58 H -0.13 -4.80 -0.27
59 H -1.91 -4.46 -2.27
60 H -0.24 -3.90 -2.45
61 H -2.55 -2.40 -2.86
62 H -2.09 -1.91 -1.21
63 H -0.55 -1.81 -3.84
64 H 0.32 -1.56 -2.35
65 H -0.33 0.43 -3.77
66 H -2.02 0.14 -3.44
67 H 0.64 2.40 -2.22
68 H -0.60 2.82 -1.04
69 H 0.21 2.17 1.31
70 H -1.59 2.20 1.21
71 H -0.79 1.27 2.46
72 H 0.80 -0.84 -0.43
73 H 1.26 0.86 -0.30
74 H 1.60 0.63 2.13
75 H 2.58 -0.42 1.15
76 H 0.04 -1.71 2.02
77 H 1.17 -1.30 3.33
78 H 2.62 -2.97 2.77
79 H 2.57 -2.57 1.06
80 H 0.32 -4.05 2.15
81 H 0.98 -4.03 0.64
82 H -3.11 1.71 -2.24
83 H -4.26 1.90 -0.94
84 H -6.41 1.10 -1.32
85 H -5.04 -2.05 -2.10
86 C 5.99 1.53 -5.06
87 O 4.82 2.19 -4.59
88 C 3.61 1.76 -5.18
89 C 2.87 0.85 -4.23
90 O 3.54 -0.37 -3.99
91 C 4.29 -0.39 -2.79
92 H 6.80 1.78 -4.38
93 H 5.86 0.45 -5.08
94 H 6.25 1.88 -6.07
95 H 3.78 1.28 -6.15
96 H 3.00 2.65 -5.35
97 H 1.89 0.61 -4.66
98 H 2.70 1.39 -3.29
99 H 3.64 -0.47 -1.92
100 H 4.92 0.50 -2.69
101 H 4.94 -1.27 -2.83
102 C 5.45 6.60 -0.24
103 O 5.63 6.33 -1.61
104 C 5.60 4.95 -1.94
105 C 4.27 4.53 -2.53
106 O 3.20 4.65 -1.59
107 C 2.44 5.83 -1.76
108 H 5.28 7.67 -0.14
109 H 4.59 6.06 0.17
110 H 6.34 6.33 0.34
111 H 5.83 4.34 -1.06
112 H 6.38 4.77 -2.68
113 H 4.33 3.48 -2.82
114 H 4.06 5.12 -3.42
115 H 1.80 5.76 -2.64
116 H 3.08 6.71 -1.86
117 H 1.82 5.95 -0.87

Values from the calculation:
HOMO energy in eV: -10.94
Net charge: +1
Gap between HOMO and LUMO in eV: 6.69



(2)
Here is the ion C18H27BN6O7PS with charge +1 at a distorted geometry from the OMol25 dataset. Energies are from ωB97M-V/def2-TZVPD.

CARTESIAN COORDINATES (ANGSTROEM)
1 C -0.12 -2.04 -3.93
2 C -0.87 -0.72 -4.19
3 B 0.06 0.51 -3.90
4 O 0.82 0.98 -4.92
5 N 0.25 1.26 -2.60
6 C -0.47 2.54 -2.82
7 O -1.83 2.45 -2.53
8 C -2.03 2.10 -1.20
9 C -1.58 3.16 -0.22
10 C -1.55 2.66 1.22
11 S 0.18 2.31 1.65
12 C 0.17 2.30 3.36
13 N 1.17 2.58 4.02
14 N 0.83 2.44 5.35
15 C -0.36 2.09 5.37
16 O -0.88 1.97 4.16
17 N -1.37 0.82 -0.82
18 P -2.45 -0.51 -0.77
19 O -3.00 -0.57 0.56
20 O -3.63 -0.31 -1.79
21 O -1.65 -1.82 -1.11
22 C -0.15 0.61 -1.47
23 N 0.66 -0.21 -0.88
24 C 2.03 -0.54 -1.29
25 C 2.38 -2.01 -1.16
26 C 2.03 -2.63 0.18
27 O 1.28 -3.59 0.21
28 N 2.65 -2.09 1.28
29 C 1.84 -1.95 2.47
30 C 0.51 -1.87 2.47
31 C -0.16 -1.74 3.60
32 C 0.50 -1.68 4.75
33 C 1.83 -1.71 4.76
34 C 2.49 -1.85 3.62
35 H 0.76 -2.07 -4.55
36 H 0.21 -2.12 -2.92
37 H -0.72 -2.89 -4.23
38 H -1.06 -0.70 -5.24
39 H -1.84 -0.70 -3.71
40 H 1.49 0.34 -5.15
41 H 0.03 3.32 -2.27
42 H -0.38 2.80 -3.85
43 H -3.09 2.02 -1.05
44 H -0.57 3.47 -0.44
45 H -2.19 4.04 -0.29
46 H -1.84 3.48 1.83
47 H -2.18 1.80 1.39
48 H -0.95 1.89 6.22
49 H -3.42 0.31 -2.50
50 H -2.26 -2.40 -1.59
51 H 0.33 -0.66 -0.04
52 H 2.28 -0.19 -2.28
53 H 2.67 0.00 -0.62
54 H 3.45 -2.04 -1.25
55 H 2.00 -2.62 -1.96
56 H 3.10 -1.22 1.03
57 H -0.02 -1.96 1.55
58 H -1.23 -1.71 3.56
59 H -0.06 -1.60 5.66
60 H 2.39 -1.63 5.67
61 H 3.55 -1.89 3.61

Values from the calculation:
HOMO energy in eV: -11.70
Net charge: +1
Gap between HOMO and LUMO in eV: 8.00
SMILES string: CCB(O)N1CO[C@H](CCSc2nnco2)N(P(=O)(O)O)/C1=[NH+]/CCC(=O)Nc1ccccc1



(3)
Here is the molecule C21H22FN3OS from the OMol25 dataset. Energies are from ωB97M-V/def2-TZVPD.

CARTESIAN COORDINATES (ANGSTROEM)
1 C -9.07 -1.04 -0.84
2 C -7.65 -0.73 -0.51
3 C -6.80 -0.18 -1.47
4 C -5.48 0.08 -1.18
5 C -4.95 -0.19 0.09
6 C -5.81 -0.74 1.05
7 C -7.13 -1.00 0.75
8 H -7.77 -1.43 1.51
9 H -5.43 -0.95 2.03
10 C -3.58 0.08 0.45
11 C -2.62 0.62 -0.32
12 C -1.27 0.82 0.23
13 O -0.93 0.49 1.34
14 N -0.41 1.42 -0.68
15 C 0.84 1.94 -0.38
16 N 1.72 1.21 0.31
17 C 2.93 1.85 0.79
18 C 3.71 0.86 1.65
19 N 4.07 -0.30 0.87
20 C 5.32 -0.45 0.31
21 C 6.35 0.49 0.44
22 C 7.60 0.28 -0.11
23 C 7.85 -0.90 -0.80
24 C 6.86 -1.85 -0.95
25 C 5.61 -1.63 -0.40
26 H 4.86 -2.39 -0.51
27 H 7.07 -2.76 -1.49
28 F 9.07 -1.11 -1.33
29 H 8.38 1.01 -0.01
30 H 6.18 1.43 0.95
31 C 2.94 -0.92 0.21
32 C 1.62 -0.22 0.52
33 H 1.30 -0.42 1.55
34 H 0.85 -0.62 -0.14
35 H 3.10 -0.90 -0.88
36 H 2.84 -1.97 0.52
37 H 3.09 0.54 2.50
38 H 4.60 1.34 2.07
39 H 3.54 2.17 -0.06
40 H 2.65 2.75 1.36
41 S 1.19 3.47 -0.91
42 H -0.85 1.91 -1.45
43 H -2.79 0.93 -1.34
44 H -3.30 -0.19 1.46
45 H -4.85 0.51 -1.95
46 H -7.18 0.03 -2.46
47 H -9.69 -1.03 0.05
48 H -9.47 -0.32 -1.56
49 H -9.14 -2.03 -1.29

Values from the calculation:
HOMO energy in eV: -7.73
Gap between HOMO and LUMO in eV: 7.38
Relative energy (zero: lowest compared OMol25 entry of this formula, charge and spin) in kcal/mol: 18.3
SMILES string: Cc1ccc(/C=C/C(=O)NC(=S)N2CCN(c3ccc(F)cc3)CC2)cc1



(4)
Here is a cluster of 2 separate species, C3H7INO in total at a distorted geometry from the OMol25 dataset. Energies are from ωB97M-V/def2-TZVPD.

CARTESIAN COORDINATES (ANGSTROEM)
1 C -2.96 0.89 -0.80
2 C 2.80 -0.71 1.00
3 C 0.63 -1.10 0.35
4 N -2.69 0.44 -1.95
5 O 1.60 -0.35 0.38
6 I 0.30 -2.69 1.68
7 H -2.31 0.63 0.02
8 H -3.66 1.70 -0.51
9 H 2.63 -0.27 2.04
10 H 3.64 -0.25 0.34
11 H -0.10 -0.94 -0.35
12 H 2.77 -1.79 1.20
13 H -3.39 0.73 -2.67

Values from the calculation:
HOMO energy in eV: -13.06
Net charge: +1
Gap between HOMO and LUMO in eV: 6.97
Relative energy (zero: lowest compared OMol25 entry of this formula, charge and spin) in kcal/mol: 74.8



(5)
Here is a cluster of 2 separate species, H4O2 in total at a distorted geometry from the OMol25 dataset. Energies are from ωB97M-V/def2-TZVPD.

CARTESIAN COORDINATES (ANGSTROEM)
1 H -0.94 -0.10 -0.33
2 H -2.09 0.84 -0.06
3 H 2.24 -0.24 0.54
4 H 1.05 -0.62 -0.32
5 O -1.74 -0.05 0.13
6 O 1.48 0.17 0.04

Values from the calculation:
HOMO energy in eV: -11.45
Gap between HOMO and LUMO in eV: 12.18
Relative energy (zero: lowest compared OMol25 entry of this formula, charge and spin) in kcal/mol: 7.5
SMILES string: O.O



(6)
Here is a structure of composition C6H7CsO2 at a distorted geometry from the OMol25 dataset. Energies are from ωB97M-V/def2-TZVPD.

CARTESIAN COORDINATES (ANGSTROEM)
1 O 0.65 1.67 1.57
2 C 1.39 0.69 0.87
3 C 0.46 -0.31 0.22
4 C 1.08 -1.56 -0.36
5 H -0.21 1.31 1.81
6 H 2.07 0.15 1.56
7 H 2.01 1.17 0.09
8 H 2.16 -1.67 -0.30
9 C 0.28 -1.65 0.91
10 H -0.71 -2.10 0.86
11 H 0.81 -1.81 1.85
12 H 0.63 -1.91 -1.31
13 C -0.69 0.29 -0.51
14 C -1.54 0.65 -1.32
15 O -2.39 0.75 -2.24
16 Cs -6.00 4.33 -3.73

Values from the calculation:
HOMO energy in eV: -4.66
Gap between HOMO and LUMO in eV: 2.60



(7)
Here is a structure of composition C3H11N4 at a distorted geometry from the OMol25 dataset. Energies are from ωB97M-V/def2-TZVPD.

CARTESIAN COORDINATES (ANGSTROEM)
1 C 0.40 1.08 1.50
2 C 1.17 0.66 0.23
3 C 0.34 1.02 -0.91
4 N -1.83 -0.46 -1.43
5 N -1.45 0.47 -0.85
6 N 0.56 2.00 -1.70
7 N -2.00 -2.20 -0.27
8 H 0.16 2.14 1.47
9 H -0.54 0.52 1.57
10 H 1.00 0.87 2.38
11 H 2.15 1.16 0.20
12 H 1.33 -0.42 0.26
13 H -1.38 -1.02 -2.16
14 H -0.12 2.27 -2.40
15 H 1.40 2.58 -1.65
16 H -1.19 -2.62 0.19
17 H -2.67 -1.93 0.44
18 H -2.43 -2.88 -0.88

Values from the calculation:
HOMO energy (spin up / spin down) in eV: -12.67 / -12.67
Net charge: +1
Gap between HOMO and LUMO (spin up / spin down) in eV: 8.79 / 8.79
Relative energy (zero: lowest compared OMol25 entry of this formula, charge and spin) in kcal/mol: 101.0



(8)
Here is a cluster of 3 separate species, C33H41ClN2O3 in total from the OMol25 dataset. Energies are from ωB97M-V/def2-TZVPD.

CARTESIAN COORDINATES (ANGSTROEM)
1 C 4.12 -5.41 1.00
2 O 3.16 -4.47 1.43
3 C 3.04 -3.31 0.64
4 C 1.82 -3.36 -0.28
5 C 2.05 -4.12 -1.60
6 C 1.90 -3.24 -2.85
7 C 0.44 -3.07 -3.31
8 C 0.00 -1.63 -3.61
9 C 0.20 -0.64 -2.47
10 C -0.80 -0.84 -1.33
11 C -0.76 0.32 -0.34
12 C -1.57 0.09 0.91
13 C -0.91 0.02 2.14
14 C -1.58 -0.24 3.33
15 C -2.95 -0.46 3.32
16 C -3.63 -0.39 2.11
17 C -2.95 -0.10 0.92
18 C -3.79 0.04 -0.31
19 O -3.52 0.79 -1.21
20 C -5.05 -0.76 -0.34
21 C -5.69 -1.08 0.79
22 C -6.98 -1.83 0.83
23 C -6.86 -3.29 1.28
24 C -8.11 -4.09 0.91
25 Cl -5.42 -4.09 0.56
26 C -5.10 -0.65 2.09
27 O -5.79 -0.54 3.08
28 H 5.01 -4.93 0.60
29 H 3.72 -6.09 0.24
30 H 4.41 -6.02 1.86
31 H 3.94 -3.17 0.03
32 H 2.95 -2.46 1.32
33 H 1.53 -2.33 -0.50
34 H 1.00 -3.79 0.30
35 H 3.05 -4.56 -1.59
36 H 1.34 -4.95 -1.69
37 H 2.37 -2.27 -2.66
38 H 2.46 -3.71 -3.66
39 H 0.32 -3.64 -4.23
40 H -0.25 -3.54 -2.60
41 H -1.06 -1.65 -3.88
42 H 0.54 -1.29 -4.50
43 H 1.21 -0.66 -2.07
44 H 0.04 0.37 -2.86
45 H -1.80 -0.97 -1.77
46 H -0.58 -1.76 -0.78
47 H 0.29 0.41 -0.02
48 H -1.03 1.27 -0.81
49 H 0.16 0.17 2.16
50 H -1.03 -0.28 4.26
51 H -3.48 -0.67 4.24
52 H -5.46 -1.01 -1.31
53 H -7.44 -1.79 -0.16
54 H -7.64 -1.32 1.53
55 H -6.69 -3.32 2.36
56 H -9.00 -3.48 1.07
57 H -8.17 -4.99 1.51
58 H -8.05 -4.39 -0.13
59 N 2.36 1.89 -1.96
60 C 2.89 2.15 -0.76
61 C 3.09 3.43 -0.27
62 C 2.71 4.50 -1.06
63 C 2.17 4.25 -2.31
64 C 2.01 2.93 -2.71
65 H 3.17 1.28 -0.17
66 H 3.52 3.58 0.71
67 H 2.86 5.52 -0.71
68 H 1.86 5.06 -2.96
69 H 1.58 2.69 -3.67
70 N 4.45 7.28 0.55
71 C 3.58 7.37 1.55
72 C 3.91 7.83 2.82
73 C 5.22 8.20 3.06
74 C 6.14 8.10 2.03
75 C 5.71 7.64 0.80
76 H 2.56 7.07 1.33
77 H 3.16 7.88 3.59
78 H 5.52 8.55 4.04
79 H 7.18 8.38 2.17
80 H 6.40 7.56 -0.03

Values from the calculation:
HOMO energy in eV: -9.38
Gap between HOMO and LUMO in eV: 8.61
SMILES string: COCCCCCCCCCc1cccc2c1C(=O)C=C(C[C@@H](C)Cl)C2=O.c1ccncc1.c1ccncc1



(9)
Here is a structure of composition C15H23BiF9NO3P2 at a distorted geometry from the OMol25 dataset. Energies are from ωB97M-V/def2-TZVPD.

CARTESIAN COORDINATES (ANGSTROEM)
1 Bi -0.11 0.13 0.81
2 P -2.30 -0.25 -0.69
3 C -1.98 -1.97 -1.04
4 C -0.65 -2.20 -1.58
5 N 0.40 -1.56 -0.95
6 C 1.62 -1.64 -1.52
7 C 1.86 -2.39 -2.66
8 C 0.81 -3.09 -3.26
9 C -0.44 -3.03 -2.69
10 C 2.76 -0.88 -0.84
11 P 2.47 -0.56 0.95
12 H -1.30 -3.56 -3.11
13 H 2.86 -2.38 -3.07
14 H 0.98 -3.65 -4.17
15 H 3.69 -1.47 -0.90
16 H 2.97 0.08 -1.34
17 H -2.09 -2.83 0.37
18 H -2.79 -2.51 -1.54
19 H -1.37 -2.86 2.07
20 O -2.20 -3.33 1.24
21 H -3.14 -3.26 1.48
22 H -0.06 -1.64 2.23
23 O -0.52 -2.45 2.70
24 H -0.74 -2.19 3.61
25 C 2.90 -2.15 1.71
26 H 3.94 -2.39 1.48
27 H 2.80 -2.07 2.80
28 H 2.27 -2.97 1.34
29 C 3.67 0.65 1.50
30 H 3.55 0.80 2.58
31 H 4.69 0.29 1.30
32 H 3.51 1.61 1.00
33 C -2.05 0.59 -2.30
34 H -2.93 0.41 -2.93
35 H -1.94 1.66 -2.10
36 H -1.16 0.21 -2.82
37 C -4.04 0.00 -0.27
38 H -4.11 0.99 0.21
39 H -4.65 0.01 -1.18
40 H -4.41 -0.77 0.42
41 F -0.43 4.36 -1.53
42 C -1.05 4.16 -0.35
43 F -1.45 5.37 0.13
44 F -2.18 3.44 -0.61
45 C -0.13 3.37 0.64
46 O 0.11 2.13 0.04
47 C 1.26 4.07 0.81
48 F 1.18 5.37 1.18
49 F 1.99 3.41 1.76
50 F 1.97 4.01 -0.34
51 C -0.84 3.28 2.03
52 F -0.90 4.47 2.66
53 F -2.12 2.81 1.91
54 F -0.18 2.40 2.85

Values from the calculation:
HOMO energy in eV: -13.74
Net charge: +2
Gap between HOMO and LUMO in eV: 5.55
Relative energy (zero: lowest compared OMol25 entry of this formula, charge and spin) in kcal/mol: 76.7



(10)
Here is a structure of composition C16H29N2OPSSiW at a distorted geometry from the OMol25 dataset. Energies are from ωB97M-V/def2-TZVPD.

CARTESIAN COORDINATES (ANGSTROEM)
1 W 0.44 -0.14 -0.04
2 Si 2.76 0.50 -0.86
3 P -0.37 0.49 -2.17
4 N -0.33 -1.75 -0.18
5 H -0.99 0.56 0.31
6 C -2.12 0.50 -2.64
7 H -2.10 0.51 -3.75
8 H -2.61 1.41 -2.26
9 H -2.64 -0.40 -2.28
10 C 0.16 1.93 -3.16
11 H -0.28 1.75 -4.17
12 H 1.26 1.98 -3.23
13 H -0.25 2.86 -2.72
14 C 0.27 -0.86 -3.16
15 H -0.02 -0.61 -4.19
16 H -0.18 -1.80 -2.86
17 H 1.35 -0.95 -3.11
18 C 3.51 2.20 -0.50
19 H 3.47 2.36 0.58
20 H 2.97 2.99 -1.02
21 H 4.55 2.25 -0.82
22 H 3.88 -0.35 -0.35
23 H 3.11 0.46 -2.32
24 C -0.36 -3.10 -0.42
25 C -1.35 -5.32 -0.40
26 C -1.49 -3.94 -0.18
27 C 0.87 -3.66 -0.85
28 C 0.98 -5.02 -1.06
29 C -0.12 -5.86 -0.84
30 H -2.21 -5.99 -0.20
31 H -2.44 -3.50 0.21
32 H 1.72 -2.99 -0.96
33 H 1.93 -5.42 -1.38
34 H -0.05 -6.93 -1.00
35 C -1.62 3.55 0.14
36 O -2.03 3.31 -0.98
37 C -2.26 3.00 1.41
38 H -2.37 3.85 2.07
39 H -1.64 2.22 1.88
40 H -3.23 2.50 1.29
41 C -0.26 4.15 0.33
42 H -0.19 5.05 -0.31
43 H 0.51 3.43 -0.06
44 H 0.03 4.31 1.37
45 S 2.23 -1.41 3.78
46 C 2.24 0.35 3.80
47 C 1.57 0.86 2.72
48 N 0.91 -0.12 1.96
49 C 1.03 -1.35 2.58
50 H 2.86 0.89 4.51
51 H 1.57 1.88 2.37
52 H 0.75 -2.24 2.06

Values from the calculation:
HOMO energy (spin up / spin down) in eV: -5.17 / -7.76
Spin multiplicity: 3
Gap between HOMO and LUMO (spin up / spin down) in eV: 4.64 / 7.20
<S²>: 2.03



Number 1: energy -3018.667229 a.u.. Number 2: energy -2321.587955 a.u.. Number 3: energy -1551.000976 a.u.. Number 4: energy -545.806571 a.u.. Number 5: energy -152.862969 a.u.. Number 6: energy -403.260641 a.u.. Number 7: energy -339.558776 a.u.. Number 8: energy -2077.466709 a.u.. Number 9: energy -2661.372495 a.u.. Number 10: energy -1907.794501 a.u..